(1)
{
  "formula": "H2IO",
  "method": "wB97M-V/def2-TZVPD",
  "total_charge": -1,
  "relative_energy_ev": 0.2347,
  "orbital_gap_ev": 7.11,
  "spin_multiplicity": 1,
  "elements": ["O", "H", "H", "I"],
  "coordinates": [[-0.542, -2.685, 2.301], [0.126, -2.633, 3.022], [-0.313, -1.941, 1.698], [0.162, 0.896, -0.781]],
  "mulliken_charge": [-0.678, 0.306, 0.350, -0.978]
}

(2)
{
  "formula": "C43H47N9O",
  "method": "wB97M-V/def2-TZVPD",
  "smiles": "CNCc1ccc2nccnc2c1C[C@@H](C)O.c1ccncc1.c1ccncc1.c1ccncc1.c1ccncc1.c1ccncc1.c1ccncc1",
  "total_charge": 0,
  "orbital_gap_ev": 8.59,
  "spin_multiplicity": 1,
  "elements": ["C", "N", "C", "C", "C", "C", "C", "N", "C", "C", "N", "C", "C", "C", "C", "C", "O", "H", "H", "H", "H", "H", "H", "H", "H", "H", "H", "H", "H", "H", "H", "H", "H", "H", "C", "C", "C", "N", "C", "C", "H", "H", "H", "H", "H", "C", "C", "C", "N", "C", "C", "H", "H", "H", "H", "H", "C", "C", "C", "N", "C", "C", "H", "H", "H", "H", "H", "C", "C", "C", "N", "C", "C", "H", "H", "H", "H", "H", "C", "C", "C", "N", "C", "C", "H", "H", "H", "H", "H", "C", "C", "C", "N", "C", "C", "H", "H", "H", "H", "H"],
  "coordinates": [[-1.449, -1.256, 6.472], [-0.450, -2.310, 6.591], [-0.364, -3.171, 5.423], [-0.089, -2.416, 4.141], [-0.983, -2.643, 3.067], [-0.859, -2.020, 1.865], [0.190, -1.105, 1.670], [0.298, -0.457, 0.475], [1.303, 0.364, 0.356], [2.246, 0.572, 1.394], [2.157, -0.024, 2.550], [1.107, -0.878, 2.730], [0.959, -1.539, 3.986], [1.947, -1.238, 5.078], [2.844, -2.403, 5.482], [3.594, -2.981, 4.299], [3.790, -1.891, 6.440], [-1.025, -0.380, 5.979], [-2.346, -1.577, 5.927], [-1.769, -0.940, 7.463], [-0.625, -2.863, 7.417], [-1.301, -3.725, 5.268], [0.415, -3.919, 5.586], [-1.796, -3.344, 3.205], [-1.557, -2.219, 1.064], [1.411, 0.907, -0.578], [3.078, 1.250, 1.236], [2.603, -0.425, 4.782], [1.402, -0.916, 5.967], [2.262, -3.187, 5.973], [4.238, -2.217, 3.866], [2.886, -3.298, 3.532], [4.218, -3.825, 4.584], [3.653, -2.340, 7.276], [-5.831, 2.176, 9.408], [-5.096, 1.315, 10.207], [-3.998, 0.676, 9.651], [-3.610, 0.842, 8.388], [-4.326, 1.670, 7.633], [-5.439, 2.359, 8.092], [-6.694, 2.695, 9.804], [-5.364, 1.141, 11.240], [-3.397, -0.003, 10.246], [-3.989, 1.787, 6.609], [-5.982, 3.021, 7.432], [-1.920, -4.202, -3.821], [-2.927, -4.410, -2.891], [-2.902, -3.675, -1.717], [-1.960, -2.778, -1.429], [-0.991, -2.601, -2.324], [-0.928, -3.281, -3.532], [-1.914, -4.746, -4.757], [-3.721, -5.122, -3.074], [-3.679, -3.805, -0.970], [-0.243, -1.862, -2.058], [-0.127, -3.082, -4.231], [7.220, -3.483, -0.281], [7.742, -3.799, 0.963], [6.861, -4.010, 2.013], [5.539, -3.924, 1.894], [5.052, -3.617, 0.694], [5.845, -3.388, -0.421], [7.874, -3.311, -1.127], [8.809, -3.881, 1.120], [7.231, -4.258, 3.002], [3.971, -3.548, 0.626], [5.393, -3.143, -1.372], [-2.272, 1.214, -3.931], [-2.982, 0.064, -3.625], [-3.293, -0.810, -4.656], [-2.947, -0.610, -5.926], [-2.268, 0.502, -6.204], [-1.906, 1.440, -5.249], [-2.007, 1.922, -3.155], [-3.282, -0.159, -2.610], [-3.837, -1.727, -4.452], [-2.000, 0.651, -7.244], [-1.355, 2.324, -5.541], [1.316, 3.363, -10.062], [1.693, 2.968, -8.789], [0.710, 2.833, -7.821], [-0.582, 3.067, -8.046], [-0.930, 3.443, -9.275], [-0.026, 3.605, -10.313], [2.053, 3.480, -10.845], [2.728, 2.770, -8.546], [0.969, 2.527, -6.813], [-1.988, 3.626, -9.432], [-0.367, 3.913, -11.291], [-1.392, 8.113, -5.725], [-1.541, 6.853, -6.281], [-0.515, 5.932, -6.124], [0.613, 6.196, -5.465], [0.743, 7.411, -4.936], [-0.224, 8.400, -5.036], [-2.171, 8.858, -5.825], [-2.435, 6.583, -6.828], [-0.595, 4.937, -6.548], [1.670, 7.600, -4.406], [-0.064, 9.369, -4.584]],
  "mulliken_charge": [-0.865, -0.128, -1.813, 1.581, -1.284, -0.821, -0.021, -0.542, -0.328, -0.479, -0.430, 0.830, 0.656, -1.245, 0.258, -1.435, -0.608, 0.202, 0.256, 0.401, 0.286, 0.500, 0.397, 0.356, 0.718, 0.438, 0.472, 0.501, 0.184, 0.501, 0.314, 0.246, 0.532, 0.385, -0.145, -0.585, -0.053, -0.302, -0.108, -0.568, 0.364, 0.345, 0.339, 0.354, 0.348, -0.222, -0.598, -0.183, -0.110, -0.182, -0.612, 0.371, 0.381, 0.369, 0.377, 0.410, -0.148, -0.539, -0.118, -0.307, -0.123, -0.586, 0.365, 0.350, 0.347, 0.411, 0.355, -0.637, -0.241, -0.445, -0.592, -0.368, 0.099, 0.427, 0.419, 0.466, 0.428, 0.444, -0.172, -0.804, 0.151, -0.248, -0.241, -0.585, 0.367, 0.395, 0.334, 0.413, 0.395, -0.288, -0.607, -0.140, -0.489, -0.180, -0.369, 0.373, 0.362, 0.592, 0.369, 0.360]
}

(3)
{
  "formula": "C22H65N6O7",
  "method": "wB97M-V/def2-TZVPD",
  "total_charge": 0,
  "relative_energy_ev": 0.0000,
  "orbital_gap_ev": [2.16, 8.98],
  "spin_multiplicity": 2,
  "s2": 0.751,
  "elements": ["N", "H", "H", "H", "H", "C", "C", "O", "O", "H", "H", "H", "H", "H", "H", "C", "C", "C", "O", "C", "N", "H", "H", "H", "H", "H", "H", "H", "H", "H", "H", "H", "C", "C", "C", "O", "C", "N", "H", "H", "H", "H", "H", "H", "H", "H", "H", "H", "H", "C", "C", "C", "O", "C", "N", "H", "H", "H", "H", "H", "H", "H", "H", "H", "H", "H", "C", "C", "C", "O", "C", "N", "H", "H", "H", "H", "H", "H", "H", "H", "H", "H", "H", "C", "C", "C", "O", "C", "N", "H", "H", "H", "H", "H", "H", "H", "H", "H", "H", "H"],
  "coordinates": [[-24.873, 10.249, -4.578], [-25.830, 10.531, -4.424], [-24.536, 9.903, -3.691], [-24.436, 11.121, -4.839], [-24.913, 9.548, -5.304], [-24.321, 12.499, -6.981], [-24.013, 13.413, -5.784], [-24.283, 12.843, -4.563], [-23.436, 11.388, -6.918], [-24.218, 13.080, -7.898], [-25.304, 12.028, -6.936], [-24.530, 14.361, -5.929], [-22.954, 13.675, -5.790], [-24.012, 13.446, -3.866], [-22.551, 11.759, -6.915], [-27.005, 7.569, -7.290], [-25.597, 7.087, -6.789], [-24.913, 6.137, -7.853], [-24.735, 6.917, -9.028], [-24.273, 6.261, -10.175], [-24.754, 8.223, -6.507], [-27.454, 8.257, -6.573], [-27.656, 6.715, -7.478], [-26.869, 8.136, -8.211], [-25.631, 6.538, -5.848], [-25.572, 5.270, -7.891], [-23.967, 5.642, -7.630], [-25.105, 5.666, -10.553], [-23.383, 5.656, -10.000], [-24.064, 6.944, -10.998], [-24.630, 8.720, -7.377], [-23.838, 7.829, -6.350], [-17.804, 12.727, -3.397], [-19.249, 13.085, -3.138], [-20.177, 11.833, -3.431], [-20.118, 11.339, -4.758], [-20.817, 10.088, -4.851], [-19.321, 13.430, -1.722], [-17.608, 12.397, -4.417], [-17.464, 11.904, -2.769], [-17.105, 13.540, -3.196], [-19.632, 13.990, -3.609], [-21.158, 12.187, -3.115], [-19.952, 11.016, -2.746], [-21.779, 9.953, -4.357], [-20.139, 9.380, -4.375], [-20.897, 9.766, -5.889], [-18.602, 14.064, -1.402], [-20.238, 13.792, -1.503], [-25.646, 10.102, -0.609], [-24.489, 11.074, -1.020], [-23.627, 11.469, 0.239], [-22.603, 12.307, -0.302], [-21.838, 12.899, 0.712], [-23.728, 10.372, -1.990], [-26.300, 10.602, 0.107], [-25.256, 9.187, -0.164], [-26.197, 9.858, -1.517], [-24.845, 11.976, -1.518], [-23.235, 10.619, 0.798], [-24.280, 11.979, 0.948], [-22.390, 13.558, 1.382], [-21.148, 13.615, 0.265], [-21.242, 12.235, 1.337], [-22.922, 10.980, -2.044], [-23.248, 9.678, -1.434], [-28.011, 11.263, -6.110], [-27.663, 12.150, -4.877], [-28.854, 13.025, -4.512], [-29.035, 14.149, -5.329], [-29.754, 15.233, -4.748], [-27.287, 11.289, -3.790], [-28.591, 10.406, -5.767], [-27.086, 10.868, -6.531], [-28.435, 11.778, -6.971], [-26.845, 12.839, -5.085], [-28.701, 13.330, -3.477], [-29.791, 12.469, -4.489], [-30.826, 15.036, -4.718], [-29.469, 16.086, -5.364], [-29.263, 15.490, -3.810], [-27.394, 11.827, -2.942], [-27.987, 10.573, -3.653], [-23.869, 6.106, -0.887], [-23.156, 6.622, -2.228], [-21.857, 7.431, -1.932], [-22.009, 8.535, -1.129], [-20.805, 9.094, -0.600], [-22.755, 5.476, -3.078], [-24.745, 5.488, -1.084], [-24.224, 6.948, -0.292], [-23.131, 5.490, -0.372], [-23.749, 7.409, -2.695], [-21.498, 7.897, -2.850], [-21.014, 6.778, -1.708], [-20.363, 8.310, 0.014], [-21.000, 9.962, 0.031], [-20.095, 9.358, -1.384], [-22.293, 4.856, -2.428], [-23.614, 4.973, -3.246]],
  "mulliken_spin": [0.840, -0.004, 0.018, 0.095, 0.018, 0.166, 0.842, -3.067, -0.075, 0.019, -0.002, -0.009, -0.007, 1.742, 0.047, -0.010, 0.014, 0.012, -0.008, 0.003, -0.011, 0.003, -0.001, 0.004, 0.002, -0.001, 0.002, 0.000, 0.000, 0.001, -0.003, 0.007, -0.011, 0.244, 0.042, -0.067, -0.041, -0.048, 0.001, 0.003, -0.005, -0.003, -0.020, 0.016, 0.072, -0.023, 0.024, -0.029, 0.000, -0.102, 0.480, -0.009, -0.305, 0.115, -0.351, -0.055, 0.025, 0.030, 0.122, 0.028, 0.020, -0.012, -0.042, 0.023, 0.100, 0.003, -0.020, -0.372, 0.392, -0.054, 0.091, 0.005, -0.012, -0.004, 0.014, 0.163, -0.037, 0.054, 0.003, 0.009, -0.048, -0.026, -0.047, 0.002, -0.057, 0.000, 0.031, -0.016, 0.002, -0.004, -0.001, 0.001, 0.058, 0.003, 0.000, -0.004, 0.007, 0.004, 0.001, -0.002]
}

(4)
{
  "formula": "C6H14N2Si",
  "method": "wB97M-V/def2-TZVPD",
  "smiles": "[H]/N=C/CC[Si@@H]1CCCN1",
  "total_charge": 0,
  "relative_energy_ev": 3.1716,
  "orbital_gap_ev": 9.52,
  "spin_multiplicity": 1,
  "elements": ["H", "N", "C", "C", "C", "Si", "C", "C", "C", "N", "H", "H", "H", "H", "H", "H", "H", "H", "H", "H", "H", "H", "H"],
  "coordinates": [[0.059, 3.630, -2.225], [0.033, 2.681, -2.407], [-0.748, 2.010, -1.616], [-0.975, 0.574, -1.877], [-1.864, -0.119, -0.846], [-0.752, -0.424, 0.726], [0.818, 0.527, 0.998], [1.767, -0.446, 1.744], [1.426, -1.967, 1.337], [0.124, -1.934, 0.629], [-1.485, 2.386, -0.782], [-1.409, 0.347, -2.883], [-0.123, -0.076, -2.012], [-2.858, 0.429, -0.679], [-2.068, -1.117, -1.144], [-1.495, -0.576, 1.959], [0.819, 1.461, 1.387], [1.177, 0.666, -0.022], [1.450, -0.257, 2.756], [2.816, -0.204, 1.755], [2.345, -2.452, 0.854], [1.143, -2.437, 2.265], [-0.201, -2.703, 0.081]],
  "mulliken_charge": [0.248, -0.642, -0.019, -0.441, -0.926, 0.202, -0.894, -0.789, -0.423, -0.219, 0.254, 0.393, 0.344, 0.390, 0.384, -0.245, 0.682, 0.281, 0.238, 0.425, 0.294, 0.265, 0.199]
}

(5)
{
  "formula": "C15H15F5N2O6Pd",
  "method": "wB97M-V/def2-TZVPD",
  "total_charge": 0,
  "relative_energy_ev": 0.0773,
  "orbital_gap_ev": [7.20, 6.07],
  "spin_multiplicity": 5,
  "s2": 6.059,
  "elements": ["Pd", "N", "C", "C", "O", "N", "C", "C", "O", "O", "H", "H", "H", "H", "H", "H", "C", "O", "C", "C", "C", "C", "C", "C", "O", "C", "O", "C", "H", "H", "H", "H", "H", "H", "H", "H", "H", "F", "C", "F", "C", "F", "F", "F"],
  "coordinates": [[0.224, 1.370, -0.456], [-0.797, 2.828, -1.959], [-0.969, 4.145, -1.329], [-1.002, 4.061, 0.194], [-1.774, 4.721, 0.857], [-0.028, 3.215, 0.678], [0.276, 3.173, 2.009], [-0.173, 1.617, 2.628], [-0.426, 1.686, 3.803], [-0.110, 0.732, 1.760], [-1.686, 2.369, -2.109], [-0.295, 2.880, -2.835], [-0.104, 4.759, -1.580], [-1.867, 4.663, -1.659], [1.347, 3.041, 2.188], [-0.179, 3.937, 2.632], [2.251, -5.322, -0.374], [0.984, -5.238, 0.275], [0.320, -4.078, 0.161], [-0.937, -4.038, 0.819], [-1.741, -2.905, 0.765], [-1.355, -1.761, 0.099], [-2.297, -0.612, -0.012], [-3.684, -0.747, 0.562], [-1.980, 0.429, -0.556], [-0.029, -1.766, -0.537], [0.466, -0.776, -1.096], [0.765, -2.973, -0.497], [2.603, -6.334, -0.216], [2.957, -4.613, 0.062], [2.152, -5.130, -1.444], [-1.257, -4.919, 1.360], [-2.695, -2.930, 1.274], [-4.190, -1.645, 0.203], [-4.254, 0.133, 0.282], [-3.628, -0.797, 1.653], [1.734, -2.916, -0.970], [2.643, 3.108, -0.501], [2.219, 1.936, -1.069], [2.275, 2.140, -2.434], [3.306, 0.893, -0.741], [3.308, -0.097, -1.645], [4.544, 1.414, -0.711], [3.084, 0.345, 0.463]],
  "mulliken_spin": [1.337, 0.117, -0.015, -0.021, 0.140, 0.495, 0.109, 0.074, 0.187, 0.141, -0.009, -0.009, 0.002, 0.005, 0.036, 0.011, -0.002, -0.013, -0.057, 0.313, -0.049, 0.178, 0.019, -0.007, 0.075, 0.108, 0.317, 0.137, 0.000, 0.001, 0.001, 0.008, 0.012, 0.001, 0.001, 0.003, 0.002, 0.006, 0.329, 0.015, -0.006, -0.001, 0.007, 0.003]
}

(6)
{
  "formula": "C6H9N",
  "method": "wB97M-V/def2-TZVPD",
  "smiles": "Cc1cc[nH]c1C",
  "total_charge": 0,
  "relative_energy_ev": 0.0612,
  "orbital_gap_ev": 8.89,
  "spin_multiplicity": 1,
  "elements": ["C", "C", "C", "C", "N", "C", "C", "H", "H", "H", "H", "H", "H", "H", "H", "H"],
  "coordinates": [[-0.963, -1.747, 0.362], [0.090, -0.699, 0.146], [1.504, -0.916, 0.161], [2.112, 0.284, -0.090], [1.127, 1.223, -0.255], [-0.111, 0.638, -0.115], [-1.364, 1.441, -0.268], [-0.906, -2.532, -0.402], [-1.971, -1.321, 0.318], [-0.852, -2.232, 1.339], [2.004, -1.862, 0.335], [3.158, 0.552, -0.162], [1.280, 2.199, -0.448], [-2.231, 0.850, 0.043], [-1.529, 1.748, -1.310], [-1.345, 2.349, 0.349]],
  "mulliken_charge": [-1.197, 1.136, -0.708, -0.514, 0.025, -0.164, -1.258, 0.264, 0.291, 0.277, 0.392, 0.385, 0.190, 0.296, 0.268, 0.315]
}